Density functional theory data (wB97M-V/def2-TZVPD) for a structure of composition C3H4N4O at a distorted geometry.

CARTESIAN COORDINATES (ANGSTROEM)
1 C -0.907 0.195 -0.048
2 C 0.217 1.182 0.245
3 C 1.553 0.735 -0.161
4 H -2.541 -1.274 0.453
5 H -0.244 2.132 0.522
6 H 2.366 1.522 0.267
7 H 2.705 -1.189 -0.755
8 N -2.131 0.500 -0.309
9 N 1.810 -0.595 -0.395
10 N 0.814 -1.499 0.043
11 N -0.491 -1.241 0.379
12 O -3.152 -0.468 -0.240

Values from the calculation:
Frontier orbital gap ... 8.30 eV
Electronic energy ... -11176.2297 eV
LUMO level ... -0.334 eV
Largest force on an atom ... 0.131 hartree/bohr
HOMO level ... -0.317 Ha